Entry from the OMol25 dataset: a molecular structure, C6H10MgO6 (ωB97M-V/def2-TZVPD).

CARTESIAN COORDINATES (ANGSTROEM)
C  -0.646  -1.658  1.894
H  -0.409  -1.537  -1.206
O  -1.205  -2.735  2.398
O  2.367  3.234  -1.456
C  -0.333  -0.461  -1.423
C  -1.424  0.316  -0.687
C  2.288  2.002  -1.144
H  1.807  -0.596  -1.725
C  1.084  -0.068  -1.094
H  -0.484  -0.365  -2.506
H  -2.060  1.054  1.238
O  1.224  1.380  -1.399
O  3.294  1.401  -0.618
H  3.224  3.666  -1.284
Mg  -2.897  -3.181  1.436
H  -0.294  -2.386  3.414
C  -1.293  0.395  0.819
H  -1.454  1.357  -1.042
H  1.344  -0.188  -0.035
O  0.163  -1.272  2.770
O  -1.608  -0.901  1.415
H  -2.398  -0.126  -0.933
H  -0.292  0.670  1.166

For the max |F|, the calculation gives 0.14283 hartree/bohr. The calculation puts the energy above the lowest of the compared OMol25 structures with the same formula, charge and spin at 2.142 eV. As for the expectation value of S²: 0.754. The calculation puts the LUMO energy (spin up / spin down) at -14.55 / -14.55 eV. The total charge is +3. Its multiplicity is 2. Its HOMO-LUMO gap (spin up / spin down) is 7.87 / 7.86 eV.